{
  "formula": "C3H6O2",
  "method": "the ωB97M-V functional and the def2-TZVPD basis",
  "species": ["O", "C", "C", "C", "O", "H", "H", "H", "H", "H", "H"],
  "positions_angstrom": [[-0.9228, 0.6995, -0.5082], [-1.0475, -0.5691, 0.1676], [0.4628, -0.8057, 0.0742], [0.5026, 0.6185, -0.5117], [1.0809, 1.6154, 0.2733], [0.3770, 1.9426, 0.8502], [-1.6843, -1.2646, -0.3865], [-1.4526, -0.4475, 1.1804], [0.7544, -1.5831, -0.6378], [1.0012, -0.9287, 1.0156], [0.9282, 0.7226, -1.5171]],
  "forces_ev_per_angstrom": [[-0.0181, 0.1766, -0.0182], [-0.1852, -0.2708, 0.1351], [0.0875, -0.0676, 0.0505], [0.1722, -0.1505, -0.2688], [-0.1819, 0.0998, 0.0841], [0.1552, -0.0339, 0.0143], [0.0909, 0.1148, 0.0203], [0.0817, -0.0064, -0.1643], [-0.0402, 0.1438, 0.1668], [-0.0599, 0.0363, -0.1553], [-0.1023, -0.0421, 0.1355]],
  "mulliken_charge": [-0.445, -0.279, -0.559, 0.261, -0.524, 0.320, 0.238, 0.224, 0.229, 0.228, 0.307],
  "de_lowest_kj_mol": 153.8,
  "homo_energy_ev": -10.15,
  "smiles": "O[C@H]1CCO1",
  "charge": 0,
  "e_tot_ev": -7302.084
}